# 1
{"formula": "CH4N2O2S", "method": "wB97M-V/def2-TZVPD", "gap_ev": [8.791, 7.875], "lumo_ev": [-0.390, -0.024], "energy_ev": -19007.89472, "e_homo_ev": [-9.1811, -7.8991], "largest_force_ev_per_a": 3.36, "relative_energy_ev": 4.029, "symbols": ["O", "H", "C", "H", "O", "S", "H", "N", "N", "H"], "positions_angstrom": [[-2.671, 0.042, 1.125], [2.100, -0.241, -0.675], [0.412, 0.452, 0.146], [0.648, 1.423, -0.298], [1.794, -1.379, 0.961], [-2.348, -0.418, -0.189], [-0.642, 0.117, -1.593], [-0.761, 0.068, -0.580], [1.477, -0.545, 0.029], [-0.010, 0.481, 1.074]], "lowdin_charge": [-0.5581, 0.1148, -0.2230, 0.1349, -0.0351, 0.8709, 0.0744, -0.3384, -0.1261, 0.0859]}

***

# 2
{"formula": "C30H45BrCuN2P2", "method": "wB97M-V/def2-TZVPD", "gap_ev": [6.675, 4.806], "lumo_ev": [-6.975, -8.789], "energy_ev": -168062.83872, "multiplicity": 2, "e_homo_ev": [-13.6499, -13.5950], "largest_force_ev_per_a": 3.37, "charge": 2, "symbols": ["H", "H", "H", "H", "H", "C", "H", "H", "C", "P", "H", "C", "H", "C", "C", "P", "C", "H", "H", "N", "C", "H", "H", "H", "H", "C", "C", "C", "C", "C", "H", "C", "H", "H", "H", "H", "C", "C", "H", "H", "H", "H", "H", "C", "C", "H", "H", "H", "N", "C", "C", "H", "H", "C", "Br", "C", "H", "H", "H", "H", "C", "C", "Cu", "C", "C", "H", "H", "C", "C", "C", "H", "C", "H", "C", "H", "H", "H", "H", "H", "H", "H"], "positions_angstrom": [[0.587, -1.466, 2.352], [0.227, -3.108, 1.432], [-1.015, 2.632, -0.070], [-3.612, -2.008, 1.260], [3.194, 4.295, -0.562], [-0.281, 1.465, -1.742], [-0.074, 3.245, 4.094], [3.739, -1.964, -1.622], [-3.744, -1.584, 0.258], [1.854, -0.337, 0.552], [1.377, -0.751, -1.872], [-0.245, -2.682, -2.961], [-2.130, -0.503, 4.968], [3.492, 3.213, -2.410], [1.534, 2.100, -3.305], [-0.973, -1.937, -0.267], [2.287, -0.367, -1.392], [-0.368, -4.027, -1.282], [-2.917, -3.205, -0.919], [-1.253, 0.887, 2.013], [-4.936, 2.175, -0.407], [3.339, -0.678, 3.438], [4.956, 1.888, 0.748], [-1.067, 1.650, 5.814], [2.064, -1.624, 4.250], [2.526, -1.397, 3.273], [-3.168, 0.921, -2.104], [1.448, -0.791, 2.395], [-1.219, 1.772, -0.715], [4.450, 0.966, 0.434], [-0.596, 0.785, -2.541], [-1.701, 0.239, 4.292], [1.034, 1.532, -4.100], [2.343, 0.711, -1.562], [-4.762, -1.825, -0.073], [2.552, 1.937, 0.768], [-0.559, 2.308, 3.828], [-4.527, 1.130, -2.423], [3.184, -1.162, -3.117], [0.212, -1.733, -3.264], [0.816, 3.602, -0.317], [0.993, -2.897, -1.204], [-1.295, -2.475, 2.060], [-1.783, 0.036, 2.908], [2.854, 2.517, -3.453], [5.049, 0.124, 0.807], [-5.652, 2.669, 0.260], [-4.896, 0.798, -3.397], [-5.381, 1.739, -1.595], [3.034, 0.978, 1.017], [-2.737, -2.132, -0.745], [-1.304, -2.674, -3.244], [-1.318, -4.925, 2.067], [1.406, 3.247, -1.162], [5.304, 3.508, -2.462], [-3.596, 2.043, -0.006], [0.250, -3.475, -3.537], [-3.680, -0.494, 0.328], [1.100, 0.142, 2.860], [-0.946, -5.028, 0.362], [-2.657, 1.535, -0.931], [3.466, -1.005, -2.066], [-0.147, 0.326, -0.119], [-0.675, 2.014, 2.469], [-1.099, 1.413, 4.754], [4.463, 0.942, -0.658], [-2.548, 0.375, -2.822], [0.849, 2.337, -2.085], [2.736, 3.650, -1.307], [-0.067, -2.989, -1.480], [3.396, 2.287, -4.364], [-1.447, -4.411, 1.111], [-3.277, 2.403, 0.970], [-0.846, -3.016, 1.215], [-2.875, -1.618, -1.707], [2.910, -2.328, 2.839], [4.324, -0.328, -2.078], [-0.277, 2.721, 1.738], [-2.515, -4.394, 0.889], [-2.303, -0.837, 2.514], [3.122, 0.919, 2.114]], "lowdin_charge": [0.0193, 0.0769, 0.1049, 0.0665, 0.1185, -0.1389, 0.1223, 0.0917, -0.1178, 1.1080, 0.0242, -0.1184, 0.1245, -0.7267, -0.0226, 0.9969, -0.3134, 0.0845, 0.0993, 0.0291, -0.0989, 0.0781, 0.0921, 0.1259, 0.1010, -0.1101, -0.0266, -0.3524, -0.1922, -0.1086, 0.1145, -0.0151, 0.1357, 0.0440, 0.1000, 0.0683, -0.0284, -0.1031, 0.0995, 0.0572, 0.1148, 0.0740, 0.0572, -0.1271, -0.0968, 0.0932, 0.1228, 0.1219, 0.0831, -0.3787, -0.3590, 0.0775, 0.0934, -0.0292, 0.8709, -0.0209, 0.0945, 0.0474, 0.0736, 0.0738, -0.2230, -0.1002, 0.2040, -0.1436, -0.0245, 0.0268, 0.1065, -0.2366, -0.1041, -0.3743, 0.1175, -0.1108, 0.1098, -0.3931, 0.0634, 0.0880, 0.0706, 0.0988, 0.0762, 0.0806, 0.0719]}

***

# 3
{"formula": "C9H14ClN", "method": "wB97M-V/def2-TZVPD", "smiles": "C[C@H]1C(N(C)C)=CC=C[C@@H]1Cl", "gap_ev": 7.831, "lumo_ev": 0.612, "energy_ev": -23570.54730, "e_homo_ev": -7.2185, "largest_force_ev_per_a": 4.04, "relative_energy_ev": 0.461, "symbols": ["Cl", "C", "C", "H", "H", "H", "C", "H", "C", "H", "H", "C", "N", "C", "H", "H", "C", "H", "H", "H", "H", "H", "C", "H", "C"], "positions_angstrom": [[2.167, 1.643, 0.574], [-1.931, 0.913, 1.538], [2.061, 0.076, -0.354], [3.329, -1.367, 0.775], [-2.490, 1.890, 1.572], [1.587, -1.144, -2.333], [-0.224, -0.079, 0.192], [-1.738, 2.655, -0.707], [0.640, 0.086, -0.994], [2.826, 0.085, -1.203], [-1.709, 1.254, -1.732], [0.558, -1.163, -1.866], [-1.258, 0.879, 0.271], [-1.933, 1.584, -0.739], [-1.176, 0.840, 2.336], [-2.709, 0.048, 1.640], [1.228, -1.549, 1.329], [-0.785, -1.231, 1.917], [0.709, -2.099, -1.297], [-3.021, 1.419, -0.634], [0.482, 0.932, -1.569], [-0.285, -1.229, -2.519], [2.246, -1.137, 0.470], [1.463, -2.325, 2.114], [-0.037, -0.981, 1.219]], "lowdin_charge": [0.6023, -0.0915, -0.6401, 0.1192, 0.0995, 0.0955, -0.2338, 0.0972, -0.3543, 0.1261, 0.0792, -0.0401, -0.1901, -0.0851, 0.0904, 0.1238, -0.1099, 0.0834, 0.0870, 0.0988, 0.1039, 0.0720, -0.1667, 0.1249, -0.0918]}

***

# 4
{"formula": "C7H8O", "method": "wB97M-V/def2-TZVPD", "gap_ev": 8.489, "lumo_ev": 0.794, "energy_ev": -9430.53445, "e_homo_ev": -7.6949, "largest_force_ev_per_a": 10.19, "relative_energy_ev": 5.708, "symbols": ["H", "H", "C", "H", "C", "C", "O", "H", "C", "H", "C", "C", "H", "C", "H", "H"], "positions_angstrom": [[0.117, 2.998, -0.076], [2.334, -1.597, -0.373], [0.061, -0.826, 0.016], [-2.350, 1.700, 0.351], [1.190, 0.042, -0.075], [-1.337, -0.192, -0.044], [1.030, 1.293, -0.308], [2.728, -1.073, 1.402], [2.564, -0.609, 0.027], [3.608, 0.171, -0.402], [-0.143, 1.855, -0.035], [-1.299, 1.249, 0.280], [-0.059, -1.891, 0.036], [-2.401, -0.829, -0.143], [-2.536, -1.872, -0.604], [-3.507, -0.418, -0.052]], "lowdin_charge": [0.1639, 0.0266, 0.0447, 0.1406, -0.4059, -0.3887, 0.0199, 0.1826, -0.0573, 0.1774, -0.1312, -0.0177, 0.1003, -0.0423, 0.0866, 0.1005]}

***

# 5
{"formula": "C5H12O", "method": "wB97M-V/def2-TZVPD", "smiles": "CC(C)CCO", "gap_ev": 11.215, "lumo_ev": 1.023, "energy_ev": -7426.04362, "e_homo_ev": -10.1922, "largest_force_ev_per_a": 2.73, "relative_energy_ev": 1.268, "symbols": ["H", "H", "C", "H", "H", "H", "O", "H", "H", "C", "H", "H", "H", "C", "H", "C", "C", "H"], "positions_angstrom": [[-1.833, 1.464, -0.938], [1.175, -0.366, 0.818], [-0.580, -0.294, -0.590], [-0.991, -1.676, 1.043], [1.926, 0.341, -1.573], [2.355, 1.572, -0.325], [2.819, -0.351, 0.264], [-2.175, 0.119, -2.033], [-0.725, 1.106, -2.278], [1.915, 0.586, -0.503], [-2.348, -1.482, -0.092], [-0.147, -1.085, -1.223], [2.846, -1.242, -0.120], [0.579, 0.357, 0.185], [-1.976, -0.205, 1.075], [-1.529, -0.958, 0.413], [-1.366, 0.653, -1.513], [0.229, 1.200, 0.806]], "lowdin_charge": [0.0792, 0.1148, -0.4447, 0.0761, 0.1132, 0.1109, -0.1373, 0.0760, 0.0721, -0.1918, 0.0745, 0.1311, 0.0819, -0.1835, 0.0813, -0.0947, -0.0836, 0.1246]}

***

What did the third record say?
{"formula": "C9H14ClN", "method": "wB97M-V/def2-TZVPD", "smiles": "C[C@H]1C(N(C)C)=CC=C[C@@H]1Cl", "gap_ev": 7.831, "lumo_ev": 0.612, "energy_ev": -23570.54730, "e_homo_ev": -7.2185, "largest_force_ev_per_a": 4.04, "relative_energy_ev": 0.461, "symbols": ["Cl", "C", "C", "H", "H", "H", "C", "H", "C", "H", "H", "C", "N", "C", "H", "H", "C", "H", "H", "H", "H", "H", "C", "H", "C"], "positions_angstrom": [[2.167, 1.643, 0.574], [-1.931, 0.913, 1.538], [2.061, 0.076, -0.354], [3.329, -1.367, 0.775], [-2.490, 1.890, 1.572], [1.587, -1.144, -2.333], [-0.224, -0.079, 0.192], [-1.738, 2.655, -0.707], [0.640, 0.086, -0.994], [2.826, 0.085, -1.203], [-1.709, 1.254, -1.732], [0.558, -1.163, -1.866], [-1.258, 0.879, 0.271], [-1.933, 1.584, -0.739], [-1.176, 0.840, 2.336], [-2.709, 0.048, 1.640], [1.228, -1.549, 1.329], [-0.785, -1.231, 1.917], [0.709, -2.099, -1.297], [-3.021, 1.419, -0.634], [0.482, 0.932, -1.569], [-0.285, -1.229, -2.519], [2.246, -1.137, 0.470], [1.463, -2.325, 2.114], [-0.037, -0.981, 1.219]], "lowdin_charge": [0.6023, -0.0915, -0.6401, 0.1192, 0.0995, 0.0955, -0.2338, 0.0972, -0.3543, 0.1261, 0.0792, -0.0401, -0.1901, -0.0851, 0.0904, 0.1238, -0.1099, 0.0834, 0.0870, 0.0988, 0.1039, 0.0720, -0.1667, 0.1249, -0.0918]}